(1)
{"formula": "C21H30N4O3", "method": "ωB97M-V with the def2-TZVPD basis set", "total_energy_ha": -1263.0298, "de_lowest_ev": 0.915, "smiles": "CCCCN(CC)CCNC(=O)CNC(=O)Cn1ccc2ccccc2c1=O", "spin_multiplicity": 1, "homo_energy_ev": -8.40, "elements": ["C", "C", "C", "C", "N", "C", "C", "C", "C", "N", "C", "O", "C", "N", "C", "O", "C", "N", "C", "C", "C", "C", "C", "C", "C", "C", "C", "O", "H", "H", "H", "H", "H", "H", "H", "H", "H", "H", "H", "H", "H", "H", "H", "H", "H", "H", "H", "H", "H", "H", "H", "H", "H", "H", "H", "H", "H", "H"], "positions_angstrom": [[4.917, 3.033, -0.345], [4.498, 1.704, -0.963], [3.761, 0.820, 0.040], [3.342, -0.512, -0.590], [2.179, -1.076, 0.080], [2.526, -1.676, 1.358], [1.304, -1.947, 2.233], [1.412, -1.968, -0.770], [0.697, -1.201, -1.895], [0.242, 0.088, -1.431], [0.767, 1.225, -1.916], [1.510, 1.272, -2.877], [0.354, 2.525, -1.217], [-0.456, 2.371, -0.036], [-1.724, 2.808, 0.027], [-2.275, 3.466, -0.829], [-2.468, 2.373, 1.306], [-3.225, 1.172, 1.009], [-4.555, 1.254, 0.719], [-5.288, 0.169, 0.393], [-4.667, -1.113, 0.339], [-5.364, -2.286, 0.017], [-4.712, -3.495, -0.027], [-3.346, -3.575, 0.248], [-2.642, -2.439, 0.564], [-3.289, -1.199, 0.615], [-2.521, -0.011, 0.937], [-1.306, -0.010, 1.136], [5.431, 3.649, -1.079], [4.048, 3.581, 0.013], [5.588, 2.871, 0.497], [3.849, 1.887, -1.821], [5.385, 1.177, -1.323], [2.858, 1.331, 0.380], [4.399, 0.654, 0.910], [3.074, -0.317, -1.627], [4.191, -1.218, -0.591], [3.107, -2.607, 1.224], [3.167, -0.959, 1.874], [0.831, -2.895, 1.984], [1.602, -1.992, 3.278], [0.577, -1.149, 2.108], [0.653, -2.437, -0.143], [2.029, -2.770, -1.214], [-0.158, -1.790, -2.245], [1.358, -1.017, -2.745], [-0.251, 0.077, -0.546], [1.276, 3.067, -0.981], [-0.216, 3.127, -1.932], [-0.119, 1.747, 0.685], [-1.764, 2.156, 2.113], [-3.154, 3.166, 1.604], [-4.981, 2.244, 0.762], [-6.337, 0.266, 0.171], [-6.421, -2.223, -0.197], [-5.258, -4.393, -0.277], [-2.847, -4.532, 0.211], [-1.586, -2.471, 0.786]], "forces_ev_per_a": [[0.029, -0.205, -0.183], [-0.028, 0.085, 0.286], [0.205, -0.140, -0.404], [-0.094, 0.215, 0.158], [0.051, -0.300, -0.016], [-0.120, 0.028, 0.107], [0.237, -0.004, -0.100], [-0.026, 0.186, 0.013], [0.153, -0.116, -0.143], [-0.293, -0.307, 0.067], [-0.413, 0.288, 0.253], [0.330, 0.177, -0.259], [0.170, 0.179, -0.272], [0.585, -0.145, 0.004], [-0.138, -0.029, 0.602], [-0.271, 0.141, -0.210], [0.388, 0.268, -0.153], [0.303, -0.284, 0.108], [-0.892, -0.274, -0.228], [0.049, 0.456, 0.090], [0.447, -0.109, 0.072], [-0.009, -0.055, -0.007], [-0.130, 0.092, -0.012], [0.164, 0.020, 0.032], [0.037, 0.013, 0.017], [-0.381, -0.253, -0.135], [-0.006, 0.156, 0.076], [0.115, -0.194, 0.174], [0.058, 0.136, -0.008], [-0.083, 0.103, 0.063], [0.069, 0.047, 0.108], [0.013, -0.071, -0.065], [0.016, -0.034, -0.097], [-0.073, 0.036, 0.075], [-0.036, 0.049, 0.097], [0.025, -0.018, -0.059], [-0.037, 0.000, -0.055], [0.059, 0.098, 0.016], [0.056, -0.077, 0.003], [-0.106, -0.075, 0.012], [-0.004, -0.066, 0.117], [-0.085, 0.050, 0.032], [0.013, -0.095, 0.001], [-0.083, -0.004, 0.051], [0.138, 0.004, -0.039], [-0.130, -0.066, 0.083], [0.013, 0.211, -0.069], [-0.068, -0.068, -0.110], [0.156, -0.109, 0.077], [-0.228, 0.122, -0.021], [-0.151, 0.044, -0.053], [0.079, -0.102, -0.077], [0.020, 0.045, 0.002], [-0.101, 0.104, -0.007], [-0.100, -0.005, -0.026], [-0.061, -0.056, -0.023], [0.057, -0.065, 0.004], [0.111, -0.026, 0.027]]}

(2)
{"formula": "C24H50ClNO2P2Si2W", "method": "ωB97M-V with the def2-TZVPD basis set", "total_energy_ha": -2938.5215, "de_lowest_ev": 2.797, "s_squared": 2.008, "spin_multiplicity": 3, "homo_energy_ev": [-6.93, -6.90], "elements": ["W", "C", "C", "C", "Si", "C", "C", "Si", "H", "H", "H", "Cl", "C", "C", "C", "C", "H", "H", "H", "H", "H", "H", "H", "H", "H", "H", "H", "H", "C", "C", "P", "H", "H", "P", "H", "H", "C", "C", "C", "C", "C", "H", "C", "H", "H", "H", "H", "H", "H", "H", "C", "C", "H", "H", "H", "H", "H", "H", "H", "C", "C", "H", "H", "H", "H", "H", "H", "C", "C", "H", "H", "H", "H", "H", "H", "H", "C", "H", "H", "H", "O", "N", "O"], "positions_angstrom": [[-0.042, -0.180, 0.006], [-0.347, -2.130, -0.571], [-0.529, -1.354, -1.801], [0.717, -0.692, -2.142], [-2.242, -1.399, -2.580], [1.697, -1.119, -1.212], [1.089, -2.037, -0.287], [1.737, -3.102, 1.120], [-1.092, -2.685, -0.022], [0.919, -0.023, -2.977], [2.754, -0.803, -1.260], [1.179, 1.802, -0.396], [0.728, -4.662, 1.279], [3.564, -3.391, 0.921], [-3.042, -3.056, -2.270], [-2.156, -0.975, -4.393], [3.712, -4.287, 0.295], [3.986, -3.579, 1.922], [4.088, -2.541, 0.458], [-0.260, -4.418, 1.706], [1.273, -5.345, 1.951], [0.598, -5.134, 0.289], [-1.941, -1.898, -4.963], [-1.387, -0.223, -4.632], [-3.145, -0.590, -4.692], [-2.412, -3.862, -2.678], [-4.014, -3.058, -2.785], [-3.190, -3.223, -1.193], [1.425, -1.928, 2.578], [-3.046, 0.024, -1.607], [1.503, -0.240, 1.973], [2.213, -2.075, 3.333], [0.430, -2.124, 2.997], [-1.783, 1.231, -1.173], [-3.492, -0.364, -0.685], [-3.799, 0.513, -2.240], [-2.641, 2.613, -0.358], [-1.344, 2.100, -2.773], [3.319, 0.138, 1.756], [1.073, 0.802, 3.391], [-0.436, 1.029, 3.425], [1.576, 1.764, 3.213], [1.577, 0.233, 4.725], [1.138, -0.752, 4.937], [1.257, 0.923, 5.516], [2.667, 0.155, 4.785], [-0.752, 1.780, 2.693], [-0.730, 1.395, 4.421], [-1.000, 0.100, 3.235], [3.569, -0.364, 0.811], [4.250, -0.424, 2.852], [3.574, 1.652, 1.584], [3.961, -1.400, 3.272], [4.383, 0.281, 3.696], [5.249, -0.558, 2.400], [3.576, 1.933, 0.516], [4.568, 1.908, 1.997], [2.836, 2.301, 2.096], [-0.681, 1.389, -3.279], [-0.549, 3.393, -2.508], [-2.534, 2.414, -3.702], [-3.347, 1.670, -3.703], [-2.142, 2.459, -4.736], [-2.980, 3.409, -3.495], [0.535, 3.197, -2.551], [-0.757, 3.871, -1.533], [-0.797, 4.141, -3.285], [-2.596, 2.479, 1.165], [-4.082, 2.800, -0.852], [-2.084, 3.520, -0.641], [-4.678, 1.900, -0.685], [-4.154, 3.081, -1.902], [-4.529, 3.615, -0.274], [-2.658, 1.419, 1.481], [-3.469, 3.006, 1.584], [-1.695, 2.955, 1.594], [3.496, 1.729, -2.892], [3.591, 0.828, -3.480], [2.668, 2.407, -3.076], [3.901, 1.718, -1.879], [-2.010, -2.187, 3.049], [-2.332, -2.015, 1.837], [-3.483, -1.881, 1.300]], "forces_ev_per_a": [[0.962, 5.090, 1.067], [2.618, -1.817, -3.854], [-0.658, -1.654, -0.278], [-1.286, -0.847, 0.499], [0.304, 0.685, 0.721], [0.073, -0.531, 0.589], [-0.592, -2.131, 0.117], [-0.348, 0.999, 0.231], [0.038, -0.001, -0.077], [-0.307, -0.086, 0.395], [-0.849, -0.192, 0.365], [0.430, 1.293, 0.030], [0.128, 0.046, -0.099], [0.174, -0.354, -0.050], [0.078, 0.107, -0.094], [-0.085, -0.219, -0.304], [0.154, 0.313, 0.217], [0.068, -0.010, -0.399], [-0.145, -0.300, 0.195], [0.347, -0.185, -0.126], [-0.375, 0.059, -0.213], [0.040, 0.053, 0.449], [-0.105, 0.456, 0.091], [-0.328, -0.262, 0.066], [0.394, -0.147, -0.132], [-0.252, 0.208, 0.081], [0.167, -0.197, 0.218], [-0.071, 0.073, -0.290], [0.919, -0.788, 0.322], [-0.675, 0.007, -1.061], [-0.216, 0.002, 0.074], [-0.576, -0.145, 0.113], [-0.010, 0.103, -0.025], [-0.016, -0.168, 0.075], [0.010, -0.036, 0.020], [-0.230, -0.298, 0.405], [-0.349, 0.623, 0.326], [0.078, -0.119, 0.233], [-0.170, 0.002, -0.063], [-0.016, 0.365, 0.556], [-0.329, 0.053, 0.246], [-0.320, -0.288, 0.183], [-0.152, 0.172, 0.238], [0.084, 0.295, -0.037], [0.072, -0.187, -0.016], [-0.273, -0.045, -0.054], [0.259, -0.360, 0.218], [0.004, -0.090, -0.251], [0.140, 0.223, 0.127], [0.050, 0.113, 0.167], [0.495, -0.084, 0.131], [0.520, 0.452, -0.328], [0.094, 0.413, -0.249], [-0.187, -0.323, -0.505], [-0.321, 0.066, 0.221], [-0.050, -0.081, 0.684], [-0.396, -0.156, -0.148], [0.510, -0.407, -0.415], [-0.122, 0.165, -0.059], [0.596, 0.452, -0.362], [-0.170, 0.122, -0.514], [0.414, 0.308, 0.003], [-0.210, 0.031, 0.384], [0.328, -0.615, -0.017], [-0.544, 0.211, 0.075], [0.338, -0.308, -0.693], [0.147, -0.326, 0.268], [-0.315, 0.120, 0.319], [-0.123, 0.113, 0.256], [-0.376, -0.439, 0.302], [-0.015, 0.131, 0.024], [0.026, -0.155, 0.135], [-0.051, -0.081, -0.055], [0.049, 0.501, 0.000], [0.305, -0.210, 0.038], [-0.410, -0.378, -0.331], [-0.277, -0.131, 0.631], [0.076, 0.079, -0.163], [0.259, -0.074, -0.120], [0.005, 0.099, -0.417], [-2.548, 0.163, -1.737], [1.582, 1.092, -1.339], [1.518, -0.634, 2.774]]}

Q: Which formula does entry 2 have?
A: C24H50ClNO2P2Si2W

Q: Which formula does entry 2 have?
A: C24H50ClNO2P2Si2W